ORCA calculation (ωB97M-V/def2-TZVPD) on a cluster of 11 separate species, C30H65Cl4N7O12 in total at a distorted geometry.

Computed properties:
multiplicity = 1
charge = -2
frontier orbital gap = 0.06220 hartree
calculated total energy = -117247.35768 eV

Bonds (Å) are listed after each position.
Geometry (Å):
1 Cl -7.218 2.553 -0.637  C26 1.777
2 Cl -5.014 4.784 -1.793  C44 1.740
3 Cl 5.698 2.679 5.408  C35 1.755
4 Cl 4.674 0.010 6.873  C43 1.803
5 O -0.318 1.925 -8.462  C24 1.343, C52 1.417
6 O -1.246 -7.625 7.836  C38 1.255
7 O -1.983 5.227 9.776  C49 1.231
8 O -1.379 0.210 -9.351  C24 1.298, C27 1.396
9 O -8.119 -6.309 3.435  C53 1.204
10 O -0.966 -2.180 1.161  C33 1.432
11 O 7.895 -2.118 -1.920  C28 1.210
12 O -2.152 -4.799 -4.461  C41 1.276
13 O 1.183 -0.224 -0.111  C30 1.453
14 O 0.197 1.221 -10.575  C24 1.247
15 O -0.498 9.807 0.110  C51 1.206
16 O 4.216 -1.587 -5.958  C46 1.164
17 N 4.572 0.447 -5.742  C34 1.443, C46 1.288, H110 1.010
18 N 8.160 0.043 -1.767  C28 1.363, C42 1.455, H104 1.010
19 N -6.918 -4.815 2.429  C45 1.415, C53 1.322, H73 1.010
20 N -0.679 -6.073 6.204  C25 1.446, C38 1.311, H62 1.010
21 N -4.434 -4.604 -4.700  C40 1.439, C41 1.334, H77 1.010
22 N -2.129 3.926 8.093  C29 1.461, C49 1.296, H103 1.010
23 N 1.450 9.007 -0.677  C37 1.452, C51 1.328, H59 1.010
24 C -0.456 1.107 -9.518  O5 1.343, O8 1.298, O14 1.247
25 C -0.210 -5.061 7.126  N20 1.446, H54 1.090, H94 1.090, H101 1.090
26 C -6.427 3.850 0.283  Cl1 1.777, C44 1.542, H57 1.090, H78 1.090
27 C -2.205 0.530 -8.274  O8 1.396, C52 1.558, H99 1.090, H113 1.090
28 C 8.637 -1.183 -2.122  O11 1.210, N18 1.363, C39 1.527
29 C -1.946 2.899 7.070  N22 1.461, H63 1.090, H86 1.090, H98 1.090
30 C -0.110 0.225 0.375  O13 1.453, C33 1.588, H69 1.090, H102 1.090
31 C -2.030 -7.959 5.619  C38 1.547, H64 1.090, H85 1.090, H114 1.090
32 C -3.259 -6.558 -5.525  C41 1.468, H60 1.090, H112 1.090, H115 1.090
33 C -0.997 -0.752 1.258  O10 1.432, C30 1.588, H80 1.090, H109 1.090
34 C 5.114 1.741 -6.077  N17 1.443, H61 1.090, H65 1.090, H100 1.090
35 C 5.929 1.066 4.758  Cl3 1.755, C43 1.475, H66 1.090, H89 1.090
36 C -0.114 3.642 9.409  C49 1.533, H84 1.090, H96 1.090, H117 1.090
37 C 1.427 7.639 -0.191  N23 1.452, H70 1.090, H79 1.090, H92 1.090
38 C -1.166 -7.203 6.656  O6 1.255, N20 1.311, C31 1.547
39 C 10.009 -1.428 -2.747  C28 1.527, H55 1.090, H88 1.090, H93 1.090
40 C -4.742 -3.389 -3.994  N21 1.439, H58 1.090, H106 1.090, H118 1.090
41 C -3.279 -5.253 -4.853  O12 1.276, N21 1.334, C32 1.468
42 C 8.704 1.392 -1.718  N18 1.455, H75 1.090, H82 1.090, H87 1.090
43 C 4.734 0.269 5.090  Cl4 1.803, C35 1.475, H90 1.090, H107 1.090
44 C -4.993 4.218 -0.148  Cl2 1.740, C26 1.542, H72 1.090, H81 1.090
45 C -7.062 -3.836 3.440  N19 1.415, H67 1.090, H95 1.090, H116 1.090
46 C 4.745 -0.648 -6.397  O16 1.164, N17 1.288, C47 1.499
47 C 5.384 -0.741 -7.750  C46 1.499, H56 1.090, H74 1.090, H108 1.090
48 C 1.005 11.288 -0.929  C51 1.476, H68 1.090, H76 1.090, H97 1.090
49 C -1.476 4.297 9.149  O7 1.231, N22 1.296, C36 1.533
50 C -7.260 -6.925 1.321  C53 1.477, H91 1.090, H105 1.090, H111 1.090
51 C 0.568 9.969 -0.430  O15 1.206, N23 1.328, C48 1.476
52 C -1.149 1.347 -7.471  O5 1.417, C27 1.558, H71 1.090, H83 1.090
53 C -7.438 -6.029 2.483  O9 1.204, N19 1.322, C50 1.477
54 H 0.850 -5.281 7.253  C25 1.090
55 H 10.128 -2.469 -3.048  C39 1.090
56 H 6.078 0.049 -8.038  C47 1.090
57 H -6.433 3.349 1.250  C26 1.090
58 H -3.834 -2.801 -4.133  C40 1.090
59 H 2.145 9.101 -1.404  N23 1.010
60 H -3.276 -7.328 -4.754  C32 1.090
61 H 6.185 1.723 -6.279  C34 1.090
62 H -0.732 -5.811 5.230  N20 1.010
63 H -1.541 1.927 7.352  C29 1.090
64 H -1.524 -8.169 4.677  C31 1.090
65 H 4.985 2.465 -5.272  C34 1.090
66 H 6.902 0.669 5.048  C35 1.090
67 H -7.967 -4.123 3.975  C45 1.090
68 H 0.269 12.092 -0.940  C48 1.090
69 H -0.698 0.417 -0.523  C30 1.090
70 H 1.469 7.497 0.889  C37 1.090
71 H -0.523 0.727 -6.828  C52 1.090
72 H -4.639 5.057 0.452  C44 1.090
73 H -6.132 -4.645 1.817  N19 1.010
74 H 4.785 -1.209 -8.531  C47 1.090
75 H 8.597 1.687 -0.675  C42 1.090
76 H 1.875 11.707 -0.424  C48 1.090
77 H -5.231 -4.929 -5.230  N21 1.010
78 H -7.118 4.692 0.290  C26 1.090
79 H 0.441 7.217 -0.384  C37 1.090
80 H -2.038 -0.431 1.300  C33 1.090
81 H -4.424 3.311 0.057  C44 1.090
82 H 8.080 2.120 -2.239  C42 1.090
83 H -1.599 2.258 -7.076  C52 1.090
84 H 0.496 3.515 8.514  C36 1.090
85 H -2.463 -8.921 5.894  C31 1.090
86 H -1.331 3.306 6.268  C29 1.090
87 H 9.744 1.217 -1.991  C42 1.090
88 H 10.801 -1.208 -2.031  C39 1.090
89 H 5.864 1.209 3.679  C35 1.090
90 H 4.782 -0.710 4.613  C43 1.090
91 H -6.763 -7.815 1.707  C50 1.090
92 H 2.256 7.117 -0.669  C37 1.090
93 H 10.338 -0.677 -3.466  C39 1.090
94 H -0.150 -4.090 6.635  C25 1.090
95 H -7.091 -2.880 2.916  C45 1.090
96 H 0.302 4.252 10.212  C36 1.090
97 H 1.210 11.158 -1.992  C48 1.090
98 H -2.985 2.722 6.793  C29 1.090
99 H -3.064 1.173 -8.469  C27 1.090
100 H 4.609 2.310 -6.858  C34 1.090
101 H -0.821 -5.060 8.029  C25 1.090
102 H 0.086 1.212 0.796  C30 1.090
103 H -2.988 4.457 8.124  N22 1.010
104 H 7.181 -0.016 -1.528  N18 1.010
105 H -6.521 -6.337 0.778  C50 1.090
106 H -4.987 -3.556 -2.946  C40 1.090
107 H 3.771 0.706 4.825  C43 1.090
108 H 6.171 -1.479 -7.597  C47 1.090
109 H -0.635 -0.526 2.261  C33 1.090
110 H 4.079 0.327 -4.869  N17 1.010
111 H -8.167 -7.040 0.728  C50 1.090
112 H -2.360 -6.856 -6.064  C32 1.090
113 H -2.494 -0.367 -7.727  C27 1.090
114 H -2.852 -7.312 5.313  C31 1.090
115 H -4.093 -6.609 -6.225  C32 1.090
116 H -6.117 -3.912 3.978  C45 1.090
117 H -0.216 2.694 9.937  C36 1.090
118 H -5.602 -2.891 -4.443  C40 1.090